{"formula": "C6H8N2", "method": "ωB97M-V/def2-TZVPD", "species": ["C", "C", "C", "C", "C", "C", "H", "H", "H", "H", "H", "H", "H", "H", "N", "N"], "positions_angstrom": [[0.322, -1.056, -0.147], [-1.415, -0.525, 1.126], [-0.756, 0.634, 0.627], [-0.375, 2.010, 0.359], [0.513, 1.577, -0.785], [0.181, 0.237, -0.330], [2.009, -2.168, -0.716], [0.810, -2.539, -1.724], [-0.347, -2.505, 1.094], [-2.152, -0.609, 2.034], [-1.229, 2.447, -0.105], [0.152, 2.480, 1.164], [0.440, 1.738, -1.791], [1.541, 2.017, -0.719], [0.989, -2.200, -0.757], [-0.682, -1.540, 0.669]], "atomic_forces_ev_per_a": [[0.5, -5.5, -2.5], [-1.0, 3.5, 3.6], [-1.5, -3.2, 0.4], [-2.2, 2.4, -0.9], [3.8, 0.5, 1.7], [0.8, -0.8, 0.9], [-0.4, 0.3, 0.3], [-0.6, 1.0, 1.0], [-1.9, 2.7, -1.0], [1.5, 0.0, -2.2], [-0.7, 1.9, 0.5], [-0.1, 0.9, 0.3], [-1.9, 0.8, -2.7], [-0.1, -1.0, 0.8], [1.5, 0.0, -0.5], [2.4, -3.5, 0.4]], "largest_force_ev_per_a": 6.07, "e_lumo_ev": 0.976, "relative_energy_kj_mol": 374.1, "orbital_gap_ev": 8.716}